{
  "formula": "C18H48ClO22S6",
  "method": "ωB97M-V with the def2-TZVPD basis set",
  "symbols": ["Cl", "O", "O", "O", "O", "O", "S", "O", "O", "C", "C", "C", "H", "H", "H", "H", "H", "H", "H", "H", "O", "S", "O", "O", "C", "C", "C", "H", "H", "H", "H", "H", "H", "H", "H", "O", "S", "O", "O", "C", "C", "C", "H", "H", "H", "H", "H", "H", "H", "H", "O", "S", "O", "O", "C", "C", "C", "H", "H", "H", "H", "H", "H", "H", "H", "O", "S", "O", "O", "C", "C", "C", "H", "H", "H", "H", "H", "H", "H", "H", "O", "S", "O", "O", "C", "C", "C", "H", "H", "H", "H", "H", "H", "H", "H"],
  "positions_angstrom": [[-0.167, -0.143, 0.873], [0.111, -1.190, -0.087], [-1.363, 0.498, 0.414], [-0.422, -0.746, 2.159], [1.005, 0.747, 1.000], [4.208, -0.672, -0.720], [3.181, -0.050, -1.554], [3.145, 1.421, -1.801], [3.181, -0.778, -3.114], [2.557, -0.081, -4.138], [3.460, 0.259, -5.357], [1.543, -0.562, -1.007], [2.161, 0.889, -3.838], [1.647, -0.609, -4.422], [2.997, 0.985, -6.025], [3.648, -0.683, -5.872], [4.410, 0.682, -5.030], [1.734, -1.635, -1.029], [0.742, -0.181, -1.640], [1.376, -0.244, 0.022], [-4.357, 0.825, 4.053], [-4.439, 0.078, 2.746], [-4.410, 0.794, 1.477], [-3.084, -0.867, 2.779], [-2.738, -1.607, 1.543], [-2.403, -2.953, 2.156], [-5.890, -1.122, 2.635], [-1.865, -1.107, 1.123], [-3.460, -1.633, 0.727], [-1.729, -2.760, 2.991], [-1.914, -3.565, 1.398], [-3.247, -3.545, 2.509], [-5.788, -1.726, 3.537], [-5.874, -1.701, 1.712], [-6.798, -0.599, 2.935], [2.441, -4.367, 1.258], [2.256, -3.562, 2.485], [2.831, -4.054, 3.747], [2.804, -1.997, 2.250], [2.645, -1.338, 0.981], [3.414, -0.034, 1.101], [0.532, -3.193, 2.603], [1.585, -1.178, 0.786], [3.151, -1.916, 0.208], [3.008, 0.486, 1.969], [3.225, 0.427, 0.131], [4.468, -0.258, 1.265], [0.380, -2.361, 3.290], [0.071, -4.125, 2.931], [0.244, -2.747, 1.652], [0.515, 0.742, -3.321], [-0.903, 0.491, -2.827], [-1.710, 1.522, -2.137], [-1.794, 0.047, -4.179], [-1.131, -0.787, -5.207], [-2.289, -1.014, -6.261], [-1.001, -1.014, -1.826], [-1.030, -1.683, -4.595], [-0.117, -0.513, -5.496], [-2.120, -1.922, -6.841], [-2.273, -0.168, -6.947], [-3.288, -1.165, -5.852], [-0.208, -1.748, -1.963], [-1.970, -1.430, -2.101], [-1.050, -0.738, -0.773], [-1.348, 0.529, 6.735], [-1.798, 1.151, 5.512], [-2.927, 2.111, 5.653], [-0.543, 1.879, 4.720], [0.515, 1.085, 4.226], [1.394, 1.911, 3.280], [-2.140, -0.114, 4.221], [0.303, 0.257, 3.549], [1.094, 0.665, 5.048], [2.106, 1.205, 2.854], [1.898, 2.581, 3.977], [0.880, 2.497, 2.518], [-2.090, 0.469, 3.302], [-3.132, -0.540, 4.376], [-1.335, -0.847, 4.169], [1.296, 4.201, -3.878], [1.172, 4.679, -2.473], [1.092, 6.090, -2.118], [-0.047, 3.858, -1.701], [-0.147, 2.496, -1.886], [-0.248, 1.857, -0.499], [2.588, 4.007, -1.507], [0.762, 2.121, -2.357], [-0.961, 2.425, -2.608], [-0.491, 0.807, -0.657], [-1.069, 2.301, 0.063], [0.671, 1.750, 0.077], [2.803, 2.952, -1.675], [2.414, 4.274, -0.465], [3.445, 4.520, -1.943]],
  "mulliken_charge": [0.6956, -1.3758, -0.5223, 0.1436, -0.4015, -0.6793, 1.1642, -0.9055, -0.5424, 0.7446, -1.5821, 0.0942, 0.0437, -0.0149, 0.3755, 0.3810, 0.3514, 1.5476, -0.3742, -3.5112, -0.5489, 1.3402, -0.6295, -0.5198, -0.3456, -1.4246, -1.0247, 0.4732, 0.7100, 0.2022, 0.3991, 0.4638, 0.3463, 0.3085, 0.4446, -0.6579, 1.2854, -0.6989, -0.6506, 0.4666, -1.6415, -0.3670, 2.2719, 0.7425, 0.1742, 0.3677, 0.5415, 0.1978, 0.4720, -0.1579, -0.8295, 0.7564, -0.4765, -0.4064, 0.0811, -1.4226, -0.2796, 0.2982, 0.2272, 0.4210, 0.3532, 0.3318, 0.2594, 0.8421, 0.0771, -0.7276, 1.2835, -0.6568, -0.4276, 1.6302, -0.8282, -1.1160, -1.2437, 0.3556, -0.3999, 0.5451, 0.1501, 0.4728, 0.5691, 0.5013, -0.6077, 1.0920, -0.6631, -0.5847, -0.2555, -0.0307, -0.5591, 0.6349, 0.2770, -0.6459, 0.6482, 0.2300, 0.2337, 0.2214, 0.4958],
  "e_tot_ev": -141981.8309,
  "total_charge": -1,
  "homo_lumo_gap_ev": 6.884,
  "de_lowest_ev": 30.3569
}